Molecular formula: C18H38N6O24S2
Method: DFT, ωB97M-V/def2-TZVPD

calculated total energy	-99014.932	eV
charge	0
lowest unoccupied orbital energy	-0.6	eV
frontier orbital gap	10.1	eV
multiplicity	1
SMILES string	C[N+](=O)[O-].C[N+](=O)[O-].C[N+](=O)[O-].C[N+](=O)[O-].C[N+](=O)[O-].C[N+](=O)[O-].O=S1(=O)OCCO1.O=S1(=O)OCCO1.O=C1CCCO1.O=C1CCCO1
F_max	1.902	eV/Å

Cartesian coordinates (Å):
1 C 11.7527 -15.8333 -14.4390
2 N 10.3513 -15.8641 -13.9567
3 O 10.0072 -16.7817 -13.2498
4 O 9.5939 -14.9825 -14.3291
5 H 12.3637 -16.2683 -13.6542
6 H 12.1850 -14.8593 -14.6536
7 H 11.7547 -16.4060 -15.3643
8 C 14.7937 -13.6961 -16.9265
9 N 14.0018 -13.4750 -18.2029
10 O 14.1491 -12.4072 -18.7634
11 O 13.3726 -14.4324 -18.5960
12 H 14.1912 -13.3340 -16.1019
13 H 15.6994 -13.1420 -17.1648
14 H 15.0450 -14.7506 -16.9062
15 C 16.2012 -14.2494 -20.9181
16 N 17.0817 -14.7375 -19.8501
17 O 18.2768 -14.7235 -20.0865
18 O 16.5808 -15.2566 -18.8778
19 H 16.3255 -14.8694 -21.8014
20 H 16.3700 -13.2109 -21.1951
21 H 15.1653 -14.3006 -20.5850
22 C 10.5322 -11.4873 -13.9423
23 N 11.8429 -12.2113 -13.9647
24 O 12.3612 -12.4616 -12.9011
25 O 12.2464 -12.5715 -15.0533
26 H 10.0491 -11.7153 -13.0016
27 H 9.9942 -11.7879 -14.8334
28 H 10.7770 -10.4282 -14.0099
29 C 11.3221 -12.1630 -20.4501
30 N 10.9795 -12.3781 -19.0225
31 O 11.2985 -11.4963 -18.2594
32 O 10.4959 -13.4412 -18.6952
33 H 12.2036 -11.5434 -20.5079
34 H 10.4830 -11.7946 -21.0330
35 H 11.5759 -13.1258 -20.8919
36 C 14.3363 -9.4486 -17.5309
37 N 13.7721 -8.0697 -17.6314
38 O 12.6342 -7.9796 -18.0296
39 O 14.4885 -7.1680 -17.2503
40 H 14.0972 -10.0524 -18.3961
41 H 13.9859 -9.8710 -16.5924
42 H 15.4184 -9.3811 -17.4489
43 O 15.9131 -17.6526 -16.4286
44 S 17.2449 -17.4372 -15.9846
45 O 17.8111 -18.3132 -15.0125
46 O 18.2799 -17.2254 -17.2039
47 C 19.1991 -16.1816 -16.9484
48 C 18.6745 -15.4361 -15.7021
49 O 17.3502 -15.8831 -15.5402
50 H 20.1924 -16.6090 -16.8070
51 H 19.2725 -15.4924 -17.7892
52 H 18.6865 -14.3555 -15.8299
53 H 19.3049 -15.6372 -14.8314
54 O 9.1817 -19.6949 -17.2486
55 S 10.1655 -18.6676 -17.2369
56 O 11.2543 -18.7799 -16.3169
57 O 10.7102 -18.3264 -18.7308
58 C 10.7989 -16.9144 -18.9079
59 C 9.5992 -16.3710 -18.1584
60 O 9.4906 -17.2320 -17.0210
61 H 11.7398 -16.5381 -18.4955
62 H 10.7725 -16.7052 -19.9744
63 H 8.7102 -16.4248 -18.7886
64 H 9.7486 -15.3917 -17.7167
65 O 12.2496 -8.5181 -23.0256
66 C 13.0135 -9.3860 -22.7384
67 C 14.5139 -9.2125 -22.4760
68 C 14.8901 -10.5725 -21.9356
69 C 13.8960 -11.4961 -22.6474
70 O 12.7064 -10.7094 -22.7450
71 H 15.0515 -8.9630 -23.3883
72 H 14.5449 -8.3812 -21.7720
73 H 15.9512 -10.7962 -22.0651
74 H 14.7323 -10.6477 -20.8567
75 H 14.1141 -11.8160 -23.6698
76 H 13.8306 -12.4105 -22.0527
77 O 17.5070 -11.3684 -17.2976
78 C 18.3343 -11.2978 -18.1605
79 C 19.7367 -10.7528 -18.0199
80 C 20.4031 -11.1942 -19.3151
81 C 19.1952 -11.3159 -20.2627
82 O 18.0785 -11.6468 -19.4341
83 H 19.6969 -9.6696 -17.9014
84 H 20.2592 -11.1384 -17.1467
85 H 21.0921 -10.4238 -19.6610
86 H 20.9581 -12.1275 -19.2358
87 H 19.1421 -10.3589 -20.7862
88 H 19.4039 -12.0711 -21.0166

---

Molecular formula: C5H10O
Method: DFT, ωB97M-V/def2-TZVPD

calculated total energy	-7394.435	eV
charge	0
lowest unoccupied orbital energy	1.1	eV
frontier orbital gap	10.6	eV
multiplicity	1
SMILES string	C[C@H]1CCCO1
F_max	0.288	eV/Å

Cartesian coordinates (Å):
1 C -0.9597 -0.7837 1.6326
2 C 0.2191 -0.4142 0.7487
3 C 0.0374 -0.7727 -0.7354
4 C 0.7182 0.3985 -1.4442
5 C 0.3191 1.5390 -0.5147
6 O 0.4270 1.0021 0.7931
7 H -0.7678 -0.4903 2.6693
8 H -1.1462 -1.8635 1.6072
9 H -1.8606 -0.2640 1.2872
10 H 1.1326 -0.8875 1.1372
11 H 0.4717 -1.7455 -0.9824
12 H -1.0316 -0.8014 -0.9880
13 H 0.3942 0.5416 -2.4798
14 H 1.8069 0.2691 -1.4351
15 H -0.7185 1.8478 -0.7233
16 H 0.9581 2.4245 -0.5722

---

Molecular formula: C22H46N4O3
Method: DFT, ωB97M-V/def2-TZVPD

calculated total energy	-35653.918	eV
charge	0
lowest unoccupied orbital energy	-0.8	eV
frontier orbital gap	3.0	eV
multiplicity	1
F_max	4.230	eV/Å

Cartesian coordinates (Å):
1 C 5.4045 4.3442 -0.1256
2 C 4.2669 4.1297 0.9796
3 C 3.0873 3.3944 0.2127
4 O 2.2107 2.7027 1.1028
5 C 0.9912 2.4451 0.4133
6 C 1.2213 1.3774 -0.7636
7 N 0.1558 0.3574 -0.5579
8 C -0.8379 1.1827 0.0866
9 N -2.0972 1.3111 -0.2687
10 O -2.9386 2.1408 0.4009
11 C -3.9550 1.3061 1.0774
12 C -5.4033 1.7263 0.6016
13 C -6.3984 0.8129 1.4587
14 C -5.6747 3.2439 0.9201
15 C -6.3125 4.0905 -0.2417
16 C -5.8810 5.6053 0.0322
17 C -5.8028 3.7472 -1.6885
18 N -0.1101 1.7934 1.1539
19 H 6.2143 3.5844 -0.0138
20 H 4.9839 4.1898 -1.1599
21 H 5.8018 5.3884 -0.1206
22 H 3.9732 5.1403 1.3399
23 H 4.6834 3.4621 1.7676
24 H 2.5097 4.2021 -0.3210
25 H 3.6011 2.7139 -0.5232
26 H 0.5736 3.4433 0.1216
27 H 1.0076 2.0226 -1.6628
28 H 2.2320 0.9277 -0.8712
29 H 0.4771 -0.4184 0.0428
30 H -2.4003 0.7775 -1.0871
31 H -3.8403 1.3187 2.1876
32 H -3.8074 0.2576 0.7044
33 H -5.5415 1.4196 -0.4593
34 H -6.6404 1.2691 2.4460
35 H -7.3066 0.5301 0.8739
36 H -5.8205 -0.1284 1.6878
37 H -6.4111 3.2659 1.7715
38 H -4.7695 3.7813 1.3207
39 H -7.4296 4.0849 -0.1481
40 H -4.7924 5.6489 -0.2620
41 H -6.3956 6.3179 -0.6633
42 H -6.0186 5.8763 1.1044
43 H -5.9784 4.6572 -2.3248
44 H -6.3746 2.9142 -2.1633
45 H -4.7020 3.5499 -1.6931
46 H -0.6253 2.3516 1.8314
47 C 4.5897 -2.8947 -0.4645
48 C 3.2381 -3.4118 -0.9943
49 C 3.4613 -4.7138 -1.7875
50 C 3.8221 -5.9336 -0.9435
51 C 3.2637 -5.8724 0.4790
52 C 2.0407 -4.9518 0.6536
53 N 2.4049 -3.6139 0.2007
54 O 1.3829 -2.7025 0.3388
55 C 1.7515 -4.8976 2.1624
56 C 0.8182 -5.5712 -0.0465
57 C 2.7180 -2.3810 -2.0090
58 H 4.4620 -1.9506 0.0706
59 H 5.3002 -2.7173 -1.2826
60 H 5.0539 -3.6025 0.2248
61 H 2.5560 -4.9467 -2.3567
62 H 4.2413 -4.5640 -2.5436
63 H 3.4538 -6.8317 -1.4494
64 H 4.9095 -6.0458 -0.8951
65 H 3.0293 -6.8875 0.8155
66 H 4.0619 -5.5271 1.1446
67 H 2.5740 -4.4185 2.6994
68 H 1.6310 -5.9064 2.5720
69 H 0.8361 -4.3447 2.3822
70 H 0.6090 -6.5673 0.3596
71 H 0.9571 -5.6860 -1.1238
72 H -0.0791 -4.9685 0.1081
73 H 3.4304 -2.2643 -2.8324
74 H 2.5883 -1.3946 -1.5606
75 H 1.7641 -2.6917 -2.4416

---

Molecular formula: C34H28CsF6N9O7S5
Method: DFT, ωB97M-V/def2-TZVPD

calculated total energy	-134486.708	eV
charge	-2
lowest unoccupied orbital energy	3.6	eV
frontier orbital gap	5.3	eV
multiplicity	1
F_max	3.035	eV/Å

Cartesian coordinates (Å):
1 Cs 0.9145 0.0474 0.8103
2 O 1.9924 2.0059 -3.1162
3 C 1.9923 0.8141 -2.7311
4 N 1.0374 -0.0892 -2.8539
5 C -0.0989 0.1942 -3.6112
6 C -0.0149 0.6876 -4.9197
7 C -1.1360 0.8477 -5.7241
8 C -2.3870 0.4949 -5.2315
9 C -2.4926 0.0011 -3.9373
10 C -1.3806 -0.1397 -3.1023
11 N -1.5065 -0.7248 -1.8454
12 C -1.5603 -0.1032 -0.7134
13 O -1.5186 -0.6998 0.4100
14 C -1.6933 1.4186 -0.7579
15 C -2.7752 1.9943 -1.4249
16 C -2.7933 3.3600 -1.6253
17 C -1.7407 4.1270 -1.1423
18 C -0.7331 3.4799 -0.4503
19 N -0.7046 2.1625 -0.2573
20 C 3.2498 0.2917 -2.0330
21 C 4.4038 1.0655 -2.0847
22 C 5.5378 0.6186 -1.4285
23 C 5.4836 -0.5751 -0.7192
24 C 4.2957 -1.2898 -0.7512
25 N 3.2081 -0.8836 -1.3986
26 H 0.9660 0.9510 -5.2951
27 H -1.0303 1.2403 -6.7303
28 H -3.2749 0.6089 -5.8454
29 H -3.4616 -0.2964 -3.5475
30 H -3.5794 1.3640 -1.7779
31 H -3.6092 3.8205 -2.1715
32 H -1.6997 5.1967 -1.3032
33 H 0.1005 4.0378 -0.0348
34 H 4.3675 2.0088 -2.6110
35 H 6.4403 1.2182 -1.4262
36 H 6.3358 -0.9387 -0.1581
37 H 4.2072 -2.2467 -0.2426
38 N -0.0582 -2.8697 3.7309
39 C 0.4763 -3.8415 2.9153
40 N 0.7638 -3.6820 1.6761
41 C 1.2090 -4.8382 1.1028
42 C 1.2659 -5.9166 1.9200
43 S 0.7289 -5.4767 3.5064
44 C 1.6012 -4.7671 -0.3082
45 C 2.3467 -5.6696 -0.9901
46 S 2.5600 -5.1212 -2.6206
47 C 1.6008 -3.6773 -2.2226
48 N 1.1941 -3.6649 -1.0049
49 N 1.3232 -2.7299 -3.1472
50 H -0.0312 -1.9330 3.3383
51 H 0.1915 -2.9156 4.7042
52 H 1.5677 -6.9268 1.6963
53 H 2.7900 -6.5885 -0.6430
54 H 1.8134 -2.7601 -4.0212
55 H 1.0452 -1.8045 -2.8019
56 F 1.8882 3.5428 2.2317
57 C 3.2089 3.6335 2.1520
58 F 3.4980 4.7541 1.4768
59 F 3.7164 3.7659 3.3799
60 S 3.9776 2.1730 1.2488
61 O 2.8482 1.5580 0.5822
62 O 5.0312 2.8130 0.5253
63 N 4.5302 1.2264 2.3946
64 S 3.3323 0.3461 2.9697
65 O 2.2852 1.1414 3.5603
66 O 2.9444 -0.7951 2.1859
67 C 4.2150 -0.3983 4.4007
68 F 3.3732 -1.2293 5.0251
69 F 4.6141 0.5264 5.2757
70 F 5.2814 -1.0981 4.0111
71 C -6.8193 2.4364 -0.2071
72 C -5.7442 1.6807 0.5310
73 C -5.6695 0.2914 0.4685
74 C -4.6495 -0.3988 1.1105
75 C -3.6899 0.3082 1.8148
76 C -3.7409 1.6894 1.8843
77 C -4.7732 2.3663 1.2546
78 S -2.3425 -0.5571 2.6214
79 C -3.2994 -0.7128 4.1800
80 O -1.3145 0.4667 3.0015
81 H -7.4976 1.7527 -0.7186
82 H -6.3789 3.0972 -0.9576
83 H -7.4091 3.0570 0.4712
84 H -6.4024 -0.2558 -0.1149
85 H -4.5811 -1.4791 1.0419
86 H -2.9534 2.2173 2.4116
87 H -4.8089 3.4502 1.3008
88 H -3.7154 0.2536 4.4637
89 H -2.5931 -1.0593 4.9363
90 H -4.0919 -1.4514 4.0383

---

Molecular formula: C2H7IN
Method: DFT, ωB97M-V/def2-TZVPD

calculated total energy	-11768.388	eV
charge	+1
lowest unoccupied orbital energy (spin up / spin down)	-6.8 / -6.7	eV
frontier orbital gap (spin up / spin down)	7.0 / 7.0	eV
multiplicity	1
F_max	4.932	eV/Å

Cartesian coordinates (Å):
1 C 0.2973 0.5947 1.0893
2 C -0.2589 -0.0909 -1.1425
3 N 0.7877 -0.1497 -0.1284
4 I -2.5144 -1.7762 -0.3949
5 H -0.6543 0.2467 1.2782
6 H 0.8883 0.4376 1.9360
7 H 0.2418 1.6053 0.8431
8 H -0.8833 0.8099 -0.9930
9 H -0.2568 -0.5926 -2.0370
10 H 0.6493 -1.0931 0.0755
11 H 1.7032 0.0082 -0.5264

---

Molecular formula: F3H3S2Si2
Method: DFT, ωB97M-V/def2-TZVPD

calculated total energy	-45631.676	eV
charge	0
lowest unoccupied orbital energy	-0.5	eV
frontier orbital gap	9.0	eV
multiplicity	1
F_max	3.501	eV/Å

Cartesian coordinates (Å):
1 F -2.2579 1.5380 0.2060
2 F -2.2176 -0.7763 -1.0982
3 F -1.9694 -0.6389 1.4338
4 Si 0.7345 0.0426 -0.0592
5 Si -1.5804 0.0723 0.1061
6 S 1.5387 1.9397 -0.7213
7 S 1.6012 -1.4334 -1.2760
8 H 1.4280 -0.5071 1.9232
9 H 1.5993 2.4508 0.5473
10 H 1.1236 -2.6877 -1.0616

---

What did the second record say?
Molecular formula: C5H10O
Method: DFT, ωB97M-V/def2-TZVPD

calculated total energy	-7394.435	eV
charge	0
lowest unoccupied orbital energy	1.1	eV
frontier orbital gap	10.6	eV
multiplicity	1
SMILES string	C[C@H]1CCCO1
F_max	0.288	eV/Å

Cartesian coordinates (Å):
1 C -0.9597 -0.7837 1.6326
2 C 0.2191 -0.4142 0.7487
3 C 0.0374 -0.7727 -0.7354
4 C 0.7182 0.3985 -1.4442
5 C 0.3191 1.5390 -0.5147
6 O 0.4270 1.0021 0.7931
7 H -0.7678 -0.4903 2.6693
8 H -1.1462 -1.8635 1.6072
9 H -1.8606 -0.2640 1.2872
10 H 1.1326 -0.8875 1.1372
11 H 0.4717 -1.7455 -0.9824
12 H -1.0316 -0.8014 -0.9880
13 H 0.3942 0.5416 -2.4798
14 H 1.8069 0.2691 -1.4351
15 H -0.7185 1.8478 -0.7233
16 H 0.9581 2.4245 -0.5722

---

Question: What is the formula in the first record?
Answer: C18H38N6O24S2